[1]
{
  "formula": "C2HNOS",
  "method": "ωB97M-V with the def2-TZVPD basis set",
  "e_above_lowest_kj_mol": 84.88,
  "species": ["N", "C", "C", "O", "S", "H"],
  "coordinates": [[-0.8140, 0.3212, -2.3616], [-0.4419, 0.3007, -1.2403], [-0.1992, -0.0383, 0.1443], [-1.0313, -0.2623, 0.9893], [1.4796, -0.1509, 0.6144], [1.0068, -0.1703, 1.8538]]
}

[2]
{
  "formula": "C2HNOS",
  "method": "ωB97M-V with the def2-TZVPD basis set",
  "e_above_lowest_kj_mol": 319.34,
  "species": ["C", "C", "N", "O", "S", "H"],
  "coordinates": [[0.6096, 0.2853, 1.2585], [0.1266, 0.0619, 0.1762], [1.4358, 0.4425, 2.2874], [3.0048, 1.0043, 4.1707], [1.6433, 1.0172, 3.6949], [-0.6385, 0.2637, -0.4880]]
}

[3]
{
  "formula": "C2HNOS2",
  "method": "ωB97M-V with the def2-TZVPD basis set",
  "e_above_lowest_kj_mol": 9.39,
  "species": ["N", "C", "S", "C", "O", "S", "H"],
  "coordinates": [[-2.4947, -0.1436, 1.6990], [-1.4869, -0.2116, 1.2007], [-0.0687, -0.8087, 0.4856], [0.5383, 0.6238, -0.4570], [0.2960, 1.7860, -0.3450], [1.6434, -0.0057, -1.6671], [1.5727, -1.2403, -0.9163]]
}

[4]
{
  "formula": "C2HO3S",
  "method": "ωB97M-V with the def2-TZVPD basis set",
  "charge": -1,
  "e_above_lowest_kj_mol": 195.17,
  "species": ["C", "C", "O", "O", "O", "S", "H"],
  "coordinates": [[-0.1275, 0.4178, -0.6138], [0.2534, 0.7056, -1.7859], [0.0665, 2.0145, 1.6794], [0.5465, 1.2272, -2.8432], [-2.2372, 1.3937, 1.0153], [-0.9193, 1.8890, 0.5941], [-0.1734, -0.3960, 0.0772]]
}

[5]
{
  "formula": "C2HO3Tl",
  "method": "ωB97M-V with the def2-TZVPD basis set",
  "charge": 2,
  "e_above_lowest_kj_mol": 171.09,
  "species": ["O", "H", "O", "C", "C", "O", "Tl"],
  "coordinates": [[-0.7178, 0.9075, -2.0090], [-0.5759, 0.3960, -2.8395], [0.6400, -0.1724, 0.6443], [-0.1738, -0.1736, -0.3074], [-1.1860, 0.1616, -1.0041], [0.2193, -0.3189, 1.8426], [1.7942, -0.8003, 3.6732]]
}

[6]
{
  "formula": "C2HO4S",
  "method": "ωB97M-V with the def2-TZVPD basis set",
  "charge": -1,
  "e_above_lowest_kj_mol": 141.68,
  "species": ["O", "C", "C", "O", "O", "S", "O", "H"],
  "coordinates": [[-0.4583, 2.0892, -0.6516], [-0.0653, 1.0626, -0.0572], [0.9636, 0.0556, -0.4116], [2.0955, 0.3433, -0.6907], [0.6102, -1.2457, -0.1116], [-1.1666, -1.2372, -0.1005], [-1.6191, -1.8679, 1.1287], [-0.3599, 0.8001, 0.8946]]
}

[7]
{
  "formula": "C2I3N",
  "method": "ωB97M-V with the def2-TZVPD basis set",
  "e_above_lowest_kj_mol": 380.52,
  "species": ["C", "C", "N", "I", "I", "I"],
  "coordinates": [[-0.5564, -1.7685, -0.2754], [0.3399, 0.9115, 0.0785], [-0.9902, -2.8024, -0.0589], [0.1827, 1.1383, 2.1336], [-1.2050, 1.7048, -1.0947], [2.2290, 0.8162, -0.7830]]
}

[8]
{
  "formula": "C2I3O2",
  "method": "ωB97M-V with the def2-TZVPD basis set",
  "charge": -1,
  "e_above_lowest_kj_mol": 54.59,
  "species": ["C", "C", "O", "O", "I", "I", "I"],
  "coordinates": [[0.7110, -0.9820, 0.2547], [-1.2065, 1.8120, -0.5406], [0.5502, -1.0662, -0.8612], [0.9544, -1.0583, 1.3502], [-2.8888, 1.5685, -2.0393], [-2.3121, 1.5594, 1.4618], [-0.4712, 3.9092, -0.7148]]
}

[9]
{
  "formula": "C2IN2O",
  "method": "ωB97M-V with the def2-TZVPD basis set",
  "charge": 1,
  "e_above_lowest_kj_mol": 488.29,
  "species": ["C", "C", "N", "N", "O", "I"],
  "coordinates": [[-1.2651, -0.8502, 0.2303], [0.9721, -0.2138, -0.4032], [-1.1585, 1.4789, -0.1051], [-1.4393, 0.4898, 0.3616], [0.0098, -0.9354, -0.1076], [2.8809, 0.0307, 0.0239]]
}

[10]
{
  "formula": "C2IN3O2",
  "method": "ωB97M-V with the def2-TZVPD basis set",
  "species": ["O", "C", "N", "N", "C", "O", "N", "I"],
  "coordinates": [[2.2095, 2.3390, 0.4103], [1.6290, 1.3887, 0.1169], [1.0325, 0.3869, -0.2132], [-0.0316, -0.2308, -0.6034], [-0.4905, -1.4313, -0.1007], [-0.2344, -2.5493, -0.1530], [-1.1479, -0.3766, 0.4881], [-2.9666, 0.4733, 0.0550]]
}

[11]
{
  "formula": "C2INO3",
  "method": "ωB97M-V with the def2-TZVPD basis set",
  "e_above_lowest_kj_mol": 34.73,
  "species": ["O", "C", "N", "I", "O", "C", "O"],
  "coordinates": [[-0.5011, 1.3991, -1.9884], [0.1957, 0.7266, -1.3634], [0.7071, -0.0291, -0.5467], [2.2719, -1.3160, -0.8265], [0.5358, -0.1005, 1.9589], [-0.2982, -0.6272, 1.4127], [-1.1641, -1.2147, 0.9798]]
}

[12]
{
  "formula": "C2LiMnO4",
  "method": "ωB97M-V with the def2-TZVPD basis set",
  "e_above_lowest_kj_mol": 0.00,
  "s_squared": 12.004,
  "multiplicity": 7,
  "species": ["O", "Li", "O", "O", "C", "C", "O", "Mn"],
  "coordinates": [[0.4135, -0.0872, -0.1651], [1.9830, 1.1384, -0.5321], [-1.4484, 0.4210, -1.4182], [0.5658, 1.3722, -1.7782], [-0.2549, 0.5818, -1.2504], [-0.2405, -0.5324, 1.0213], [0.4831, -1.1709, 1.7956], [-1.5016, -1.7228, 2.3271]]
}

[13]
{
  "formula": "C2N2",
  "method": "ωB97M-V with the def2-TZVPD basis set",
  "e_above_lowest_kj_mol": 16.93,
  "species": ["N", "C", "C", "N"],
  "coordinates": [[1.3111, -1.2059, 0.4996], [0.5786, -0.4529, 0.0854], [-0.5409, 0.4241, -0.1558], [-1.3488, 1.2347, -0.4291]]
}

[14]
{
  "formula": "C2N2O3S",
  "method": "ωB97M-V with the def2-TZVPD basis set",
  "e_above_lowest_kj_mol": 41.49,
  "species": ["N", "C", "S", "N", "O", "O", "C", "O"],
  "coordinates": [[-1.8251, 1.8453, 0.0031], [-1.8430, 0.7013, -0.0340], [-1.9362, -0.9317, -0.4711], [-0.4519, -1.4095, 0.4845], [0.0380, -2.4424, 0.2988], [3.0491, 0.8195, -0.2908], [1.9632, 0.5080, -0.1923], [0.8280, 0.1167, -0.2071]]
}

[15]
{
  "formula": "C2N2S2",
  "method": "ωB97M-V with the def2-TZVPD basis set",
  "e_above_lowest_kj_mol": 196.07,
  "species": ["C", "C", "N", "N", "S", "S"],
  "coordinates": [[1.9036, 0.3888, 0.1019], [-2.0979, -0.4663, -0.0833], [1.8497, 1.5444, 0.1261], [-0.9714, -0.6670, -0.2667], [2.0396, -1.2332, 0.1389], [-3.6640, -0.1143, 0.1691]]
}

[16]
{
  "formula": "C2N3O3",
  "method": "ωB97M-V with the def2-TZVPD basis set",
  "charge": -1,
  "e_above_lowest_kj_mol": 45.64,
  "species": ["C", "C", "N", "N", "N", "O", "O", "O"],
  "coordinates": [[1.8565, -0.2914, 0.2059], [0.7169, 0.5020, -0.3593], [2.7703, -0.6980, 0.7483], [-1.1971, -0.8993, -0.4238], [-2.0078, -0.4027, 0.1422], [0.4943, 0.4351, -1.5815], [0.1964, 1.2841, 0.4480], [-2.8295, 0.0700, 0.8203]]
}

[17]
{
  "formula": "C2N3O3S",
  "method": "ωB97M-V with the def2-TZVPD basis set",
  "charge": -1,
  "e_above_lowest_kj_mol": 0.00,
  "s_squared": 2.012,
  "multiplicity": 3,
  "species": ["C", "C", "N", "N", "N", "O", "O", "O", "S"],
  "coordinates": [[2.1817, 0.1109, -0.2602], [0.0251, -1.0899, 0.4021], [1.3558, -0.7200, -0.0888], [-2.4987, 0.3724, -0.6059], [-1.8294, 1.1598, -0.2029], [-0.3528, -0.3423, 1.2896], [-1.2402, 2.1081, 0.0407], [3.1100, 0.8185, -0.3389], [-0.7515, -2.4174, -0.2356]]
}

[18]
{
  "formula": "C2N5",
  "method": "ωB97M-V with the def2-TZVPD basis set",
  "charge": -1,
  "e_above_lowest_kj_mol": 367.47,
  "species": ["C", "C", "N", "N", "N", "N", "N"],
  "coordinates": [[1.8141, 0.0014, -0.0194], [0.5526, 0.3899, -0.0212], [2.9260, -0.3731, 0.0272], [-1.7410, 0.7713, 0.0165], [-0.4162, 1.1557, -0.0049], [-1.2240, -1.4530, -0.0118], [-1.9116, -0.4922, 0.0136]]
}

[19]
{
  "formula": "C2NO4",
  "method": "ωB97M-V with the def2-TZVPD basis set",
  "charge": -1,
  "e_above_lowest_kj_mol": 313.36,
  "species": ["N", "C", "O", "C", "O", "O", "O"],
  "coordinates": [[-2.0446, -0.1436, 0.6705], [-1.3169, 0.0580, -0.1873], [-0.3830, 0.3916, -0.9731], [0.7173, 0.4903, -0.0301], [1.0807, 1.5944, 0.2952], [1.2373, -0.6005, 0.3489], [0.7092, -1.7903, -0.1240]]
}

[20]
{
  "formula": "C2S4",
  "method": "ωB97M-V with the def2-TZVPD basis set",
  "e_above_lowest_kj_mol": 335.30,
  "species": ["C", "C", "S", "S", "S", "S"],
  "coordinates": [[-0.1336, 0.0366, 0.5877], [0.0334, 0.2079, -0.7416], [-1.8531, -0.3243, 0.6795], [1.3291, 0.1592, 1.4921], [-1.4745, -0.3995, -1.4022], [2.2659, -0.0883, -0.3586]]
}

Computed F_max (Eh/bohr) in order:
0.0909, 0.0414, 0.0658, 0.0504, 0.1230, 0.0670, 0.0723, 0.0890, 0.0606, 0.0926, 0.0801, 0.0537, 0.0890, 0.1041, 0.0182, 0.0517, 0.1018, 0.0817, 0.0415, 0.0546
Computed calculated total energy (eV) in order:
-16461.654, -16459.224, -27296.878, -19067.721, -12895.599, -21115.248, -27860.549, -30471.864, -15185.669, -18735.157, -17806.689, -41788.026, -5052.389, -22028.693, -26721.095, -12686.153, -23518.268, -9520.840, -11751.219, -45411.124